(1)
A cluster of 2 separate species, C4H7NO in total in a non-equilibrium geometry. Source: the OMol25 dataset; level of theory: the ωB97M-V functional and the def2-TZVPD basis.

Summary:
total energy	-286.55995	Ha
relative energy (zero: lowest compared OMol25 entry of this formula, charge and spin)	45.0	kcal per mole

Element x y z (Å)
1 C 0.9175 -0.5652 1.4809
2 N -0.0741 -0.0957 0.5569
3 C 0.2903 0.5643 -0.4485
4 C -0.6865 1.2652 -1.3170
5 C -1.4152 -1.7525 -0.6028
6 O -1.2592 -2.6956 0.0182
7 H 0.7445 -0.0870 2.4482
8 H 0.7874 -1.6440 1.6122
9 H 1.9464 -0.3620 1.1525
10 H 1.3273 0.9058 -0.6133
11 H -0.5064 2.2088 -0.8143
12 H -1.7282 0.9511 -1.1812
13 H -0.4122 1.3289 -2.3797

Cartesian forces, eV/Å:
C 0.21 -0.13 0.21
N 0.20 0.10 -0.07
C 0.08 0.14 0.06
C -0.04 -0.11 -0.01
C -0.32 -1.50 0.33
O -0.10 0.96 -0.58
H 0.07 -0.10 -0.01
H 0.08 0.09 0.07
H -0.04 -0.02 0.07
H 0.09 -0.51 0.07
H -0.67 1.05 -0.58
H 0.44 0.03 0.02
H 0.00 0.00 0.43


(2)
The molecule C4H7NO in a non-equilibrium geometry. Source: the OMol25 dataset; level of theory: the ωB97M-V functional and the def2-TZVPD basis.

Summary:
structure (SMILES)	C1OC[C@@H]2N[C@@H]12
total energy	-286.36217	Ha
relative energy (zero: lowest compared OMol25 entry of this formula, charge and spin)	169.1	kcal per mole

Element x y z (Å)
1 C 1.1498 0.5935 -0.5541
2 C -0.0856 -0.2295 1.4307
3 C -0.8795 0.1388 0.1583
4 C -0.0222 -0.4042 -0.9194
5 H 2.1862 0.3245 -0.8931
6 H 0.9550 1.6680 -0.9176
7 H 0.0203 -1.2516 1.8044
8 H -0.3165 0.2604 2.2022
9 H -1.1422 1.1720 -0.1553
10 H -2.1595 -0.2441 -1.3959
11 H 0.6225 -1.3685 -0.5719
12 N -1.5482 -0.8928 -1.0245
13 O 1.2199 0.2335 0.8361

Cartesian forces, eV/Å:
C 0.80 0.47 -1.94
C 1.63 -2.23 -7.60
C -1.71 -3.80 -1.20
C 1.15 -2.57 1.73
H -1.09 0.11 -0.12
H 0.05 -1.22 1.33
H -0.21 -0.26 -1.07
H -1.51 4.72 5.93
H 0.00 -0.64 1.20
H -1.42 1.91 -1.69
H -2.44 1.63 -0.97
N 4.59 1.08 3.25
O 0.15 0.79 1.15


(3)
A cluster of 2 separate species, C4H7NO in total in a non-equilibrium geometry. Source: the OMol25 dataset; level of theory: the ωB97M-V functional and the def2-TZVPD basis.

Summary:
structure (SMILES)	CC(C)=O.C#N
total energy	-286.58496	Ha
relative energy (zero: lowest compared OMol25 entry of this formula, charge and spin)	29.3	kcal per mole

Element x y z (Å)
1 C -1.8982 -0.1311 0.7772
2 C -0.5567 -0.3204 0.1107
3 C -0.1008 0.7849 -0.8153
4 N 4.0082 -0.1162 -0.1969
5 C 3.0312 -0.7063 -0.0234
6 O 0.1163 -1.3117 0.3284
7 H -2.1948 -1.0537 1.2782
8 H -1.8188 0.6729 1.5190
9 H -2.6609 0.1714 0.0518
10 H -0.7994 0.8759 -1.6554
11 H 0.9020 0.5926 -1.2013
12 H -0.1089 1.7472 -0.2912
13 H 2.0807 -1.2056 0.1180

Cartesian forces, eV/Å:
C -0.03 -0.06 0.03
C 0.05 -0.13 0.05
C 0.10 -0.01 -0.05
N -0.92 -0.59 0.18
C 0.86 0.52 -0.17
O -0.24 0.39 -0.11
H 0.03 0.13 -0.06
H 0.00 -0.09 -0.11
H 0.13 -0.04 0.09
H 0.07 -0.05 0.14
H -0.17 0.01 0.06
H -0.03 -0.14 -0.03
H 0.15 0.06 -0.01


(4)
The molecule C4H7NO. Source: the OMol25 dataset; level of theory: the ωB97M-V functional and the def2-TZVPD basis.

Summary:
structure (SMILES)	C[C@H]1NCC1=O
total energy	-286.57053	Ha
relative energy (zero: lowest compared OMol25 entry of this formula, charge and spin)	38.4	kcal per mole

Element x y z (Å)
1 C -1.7147 -0.1185 -0.2356
2 C -0.3725 -0.1147 0.4835
3 N 0.6373 -1.0146 -0.1312
4 C 1.6141 0.0767 -0.3455
5 C 0.5762 1.0572 0.2057
6 O 0.5278 2.2427 0.3756
7 H -2.1520 -1.1211 -0.1859
8 H -1.5799 0.1334 -1.2920
9 H -2.4150 0.5965 0.2103
10 H -0.5072 -0.2647 1.5649
11 H 0.9678 -1.7340 0.5017
12 H 1.8808 0.2253 -1.3983
13 H 2.5372 0.0360 0.2469

Cartesian forces, eV/Å:
C -0.01 0.04 0.00
C -0.29 0.02 0.07
N 0.07 -0.24 0.09
C 0.23 0.15 -0.11
C -0.01 0.46 0.08
O 0.01 -0.59 -0.13
H 0.04 0.16 0.03
H 0.00 -0.03 0.14
H 0.16 -0.10 -0.04
H 0.02 0.03 -0.14
H -0.02 0.10 -0.11
H -0.03 0.02 0.15
H -0.16 0.01 -0.03


(5)
The molecule C4H7NO. Source: the OMol25 dataset; level of theory: the ωB97M-V functional and the def2-TZVPD basis.

Summary:
total energy	-286.45632	Ha
relative energy (zero: lowest compared OMol25 entry of this formula, charge and spin)	110.0	kcal per mole

Element x y z (Å)
1 C -2.0268 -0.1734 0.2292
2 C -0.5522 -0.3041 0.1306
3 N 0.3108 -0.6512 1.0192
4 C 1.5281 -0.0827 0.6854
5 C 1.4658 0.0831 -0.7940
6 O 0.0986 0.7040 -0.7377
7 H -2.3096 0.8250 0.5925
8 H -2.3836 -0.9094 0.9530
9 H -2.5316 -0.3464 -0.7256
10 H 0.5465 1.2933 0.1068
11 H 2.4190 -0.4061 1.2120
12 H 1.3072 -0.8310 -1.3913
13 H 2.1278 0.7988 -1.2800

Cartesian forces, eV/Å:
C -0.07 -0.07 0.01
C -0.01 -0.16 0.29
N -0.23 0.13 -0.24
C 0.28 -0.24 -0.03
C 0.05 0.09 -0.05
O 0.03 0.21 0.07
H 0.06 -0.09 -0.04
H 0.07 0.09 -0.09
H 0.12 0.03 0.14
H -0.15 0.04 -0.23
H -0.15 0.03 -0.07
H 0.03 0.05 0.13
H -0.04 -0.11 0.10


(6)
The molecule C4H7NO in a non-equilibrium geometry. Source: the OMol25 dataset; level of theory: the ωB97M-V functional and the def2-TZVPD basis.

Summary:
structure (SMILES)	NC(=O)C1CC1
total energy	-286.54422	Ha
relative energy (zero: lowest compared OMol25 entry of this formula, charge and spin)	54.9	kcal per mole

Element x y z (Å)
1 N 1.8399 0.0078 -0.5263
2 C 1.0955 0.0268 0.5887
3 O 1.6012 0.2238 1.7006
4 C -0.3549 -0.1903 0.7042
5 C -1.2185 -0.7309 -0.4507
6 C -1.3170 0.7071 -0.0656
7 H 1.4654 -0.1596 -1.4413
8 H 2.8316 0.1204 -0.3923
9 H -0.0208 -0.1586 1.8726
10 H -0.7430 -0.9353 -1.4206
11 H -2.0552 -1.3986 -0.2654
12 H -2.2146 1.0399 0.4499
13 H -0.9097 1.4475 -0.7537

Cartesian forces, eV/Å:
N 0.14 0.05 -0.20
C 0.77 0.33 0.29
O 1.25 0.16 -0.54
C 0.64 0.56 0.54
C 0.11 -0.16 0.38
C 0.06 0.19 0.14
H -0.01 -0.04 0.03
H -0.05 0.02 -0.21
H -3.35 -0.96 -1.46
H 0.09 -0.03 0.63
H 0.16 0.16 0.21
H 0.22 -0.12 0.02
H -0.01 -0.16 0.19


(7)
The molecule C4H7NO. Source: the OMol25 dataset; level of theory: the ωB97M-V functional and the def2-TZVPD basis.

Summary:
total energy	-286.45828	Ha
relative energy (zero: lowest compared OMol25 entry of this formula, charge and spin)	108.8	kcal per mole

Element x y z (Å)
1 C -0.4449 -0.4753 -2.0196
2 N 0.4289 0.0830 -1.1682
3 C 0.2430 -0.0832 0.1333
4 C 1.0615 0.1858 1.3410
5 O -0.1456 0.4274 2.0920
6 C -0.9915 0.1162 0.9585
7 H -0.5935 -0.1193 -3.0248
8 H -0.8843 -1.3808 -1.6461
9 H 1.2575 0.6045 -1.4975
10 H 1.7230 1.0577 1.2523
11 H 1.6173 -0.6676 1.7596
12 H -1.6080 0.9729 0.6256
13 H -1.6631 -0.7215 1.1937

Cartesian forces, eV/Å:
C -0.01 -0.08 -0.24
N 0.28 0.04 0.36
C -0.14 0.03 -0.09
C 0.34 0.09 -0.20
O 0.02 0.08 0.17
C -0.23 -0.15 -0.13
H 0.22 0.09 0.05
H -0.39 0.03 -0.19
H -0.44 -0.29 0.09
H 0.07 0.04 0.27
H -0.05 0.22 -0.02
H 0.13 -0.18 -0.01
H 0.20 0.08 -0.04


(8)
The molecule C4H7NO in a non-equilibrium geometry. Source: the OMol25 dataset; level of theory: the ωB97M-V functional and the def2-TZVPD basis.

Summary:
total energy	-286.50021	Ha
relative energy (zero: lowest compared OMol25 entry of this formula, charge and spin)	82.5	kcal per mole

Element x y z (Å)
1 C -0.3805 0.0840 1.6611
2 C -0.2851 1.2766 0.8575
3 N 0.0721 1.1861 -0.3882
4 C -0.1885 0.0143 -1.1896
5 C 0.8559 -1.0498 -1.0406
6 O 0.7956 -2.1296 -1.5383
7 H -0.1856 -0.8760 1.2095
8 H -1.2723 -0.0435 2.2585
9 H 0.3466 0.1528 2.4675
10 H -1.1801 -0.3912 -0.9237
11 H 0.1500 2.0548 -0.8956
12 H -0.2593 0.3235 -2.2294
13 H 1.7309 -0.7792 -0.4359

Cartesian forces, eV/Å:
C 0.06 -1.57 0.57
C 0.55 2.49 1.01
N -0.78 -0.11 -0.02
C -0.52 -0.36 -0.45
C 0.45 0.18 0.10
O -0.31 -0.78 -0.45
H 0.01 -0.72 -0.45
H -0.64 0.43 -0.15
H 0.39 0.39 0.00
H 0.43 -0.06 -0.18
H 0.02 0.00 0.00
H 0.11 -0.16 -0.21
H 0.22 0.27 0.23